# C33H23Cl3F2P

A cluster of 2 separate species, C33H23Cl3F2P in total in a non-equilibrium geometry (ωB97M-V/def2-TZVPD, the Open Molecules 2025 dataset).

- DFT total energy: -3192.6962 a.u.
- Energy above the lowest of the compared OMol25 structures with the same formula, charge and spin: 0.0 kcal/mol
- Charge: +1
- Highest occupied orbital energy: -10.74 eV

Geometry as XYZ:
```
62
C33H23Cl3F2P | the Open Molecules 2025 dataset | ωB97M-V/def2-TZVPD
Cl 5.971 7.290 4.458
Cl -0.557 2.276 8.872
Cl 7.630 -1.800 6.386
P 3.068 1.669 3.674
F -1.020 -6.096 -1.205
F 4.107 -1.383 -3.761
C 1.808 -1.928 0.743
C -0.023 2.512 6.239
C 4.476 0.538 -0.120
C 4.233 -0.749 -2.552
C 6.624 0.552 5.534
C 6.443 -0.837 5.612
C 1.647 1.408 7.597
C 4.497 0.743 4.366
C 2.665 -0.840 0.900
C 5.118 5.831 4.235
C -0.904 -5.444 0.005
C 3.544 4.183 5.058
C 0.423 2.075 7.490
C 0.763 2.319 5.105
C -1.600 -5.227 2.274
C 5.260 5.095 3.058
C 5.238 0.942 -1.201
C 2.011 1.670 5.204
C -0.707 -4.181 2.435
C 5.657 1.337 4.895
C 0.984 -2.583 1.653
C 3.762 3.389 3.917
C 4.233 5.389 5.223
C 2.437 1.204 6.460
C 0.120 -3.712 1.381
C 3.452 -1.181 -1.497
C 3.509 -0.498 -0.227
C 4.580 3.893 2.886
C 5.124 0.320 -2.461
C -1.723 -5.894 1.042
C 4.361 -0.656 4.400
C 0.008 -4.396 0.125
C 5.328 -1.444 5.020
H 0.622 -4.101 -0.728
H 4.666 3.364 1.939
H 1.009 -2.206 2.676
H 2.806 -2.040 -1.696
H 7.527 1.016 5.931
H 4.046 5.995 6.102
H 0.408 2.675 4.138
H 1.847 -2.338 -0.269
H 4.595 1.011 0.859
H -1.001 2.964 6.158
H 3.503 -1.131 3.931
H -0.628 -3.673 3.401
H 5.241 -2.525 5.027
H 5.687 0.646 -3.332
H 5.831 2.412 4.807
H -2.221 -5.545 3.112
H 2.739 -0.266 1.830
H 3.382 0.666 6.582
H -2.415 -6.713 0.910
H 5.933 1.764 -1.095
H 5.884 5.491 2.273
H 2.809 3.910 5.822
H 1.964 1.003 8.552
```